1.
Molecular formula: C44H60BLiO28
Method: DFT, wB97M-V/def2-TZVPD

Each line ends with the Löwdin charge.
Positions of all 134 atoms, in Å:
O (0.85474, -1.92815, 3.04026)  0.153
H (-0.47691, -1.23969, -4.49443)  0.109
C (6.05601, 0.14998, 4.90718)  -0.479
H (-0.18492, 7.26304, 0.48416)  0.117
H (-4.31726, -7.50820, -3.40917)  0.118
H (-2.24128, -6.74959, -3.11586)  0.145
H (-1.86452, 5.46266, 2.31469)  0.101
H (0.46405, 2.91706, 4.22977)  0.124
H (4.24249, -1.17541, -4.54562)  0.108
H (-1.27202, 1.60211, 4.86509)  0.109
O (-2.29313, -0.04682, -5.52315)  0.119
C (-5.74039, 2.82329, 2.35746)  -0.148
H (6.00083, -1.04123, -3.10349)  0.122
C (3.75209, 0.52579, -1.88567)  -0.486
C (-0.20036, 0.98421, -1.56177)  -0.361
H (-2.80389, 3.11005, 1.30969)  0.104
O (0.33314, -0.41380, 1.48357)  0.256
O (-2.96973, 4.01309, 3.97662)  0.109
H (0.08488, 5.41610, -1.18524)  0.114
O (-0.19187, -5.57104, 3.41185)  0.019
H (-4.22854, -8.89386, -1.63671)  0.127
C (-4.28501, -6.89943, -2.50639)  -0.133
H (-3.56143, 3.52848, -5.69353)  0.114
H (-4.00693, 3.69676, -3.99133)  0.112
O (-0.71925, -3.67964, 1.30094)  0.081
H (-0.70504, -0.08262, 6.50620)  0.125
H (5.10215, -2.17958, -2.03797)  0.119
C (-1.32702, -2.93898, -5.20598)  -0.485
H (-1.25930, 4.53948, -0.44275)  0.109
O (6.77014, -0.48638, 3.93222)  0.029
H (0.68809, 4.58511, -3.31979)  0.106
C (-2.49288, -6.49666, -1.02096)  -0.432
O (1.64533, 1.62241, 5.31840)  0.026
C (-0.64097, -3.87537, 5.17548)  -0.052
H (-3.63675, 1.42845, -3.37652)  0.121
H (-1.24429, 3.93764, -5.10572)  0.115
H (-1.51702, 3.32301, -3.45731)  0.105
H (-0.75297, -2.95513, 4.60701)  0.108
C (5.07075, -1.23074, -2.57250)  -0.152
C (1.68261, -3.74489, 5.68747)  -0.093
C (-0.08523, -2.21422, -4.78784)  -0.036
H (3.59680, -1.20564, 3.16722)  0.100
H (4.42145, 0.24590, 2.59211)  0.126
C (3.05933, 0.01220, -3.14256)  -0.057
C (-0.86966, 6.41952, 0.56135)  -0.141
C (1.65071, 4.67377, -5.18987)  -0.155
O (6.61514, 0.76972, 5.76396)  0.125
H (6.17104, -1.49394, 2.19777)  0.120
C (-3.31493, 3.21520, -4.67968)  -0.111
O (2.13660, 0.08265, 6.83480)  0.114
H (2.00565, -0.17159, -2.95583)  0.086
H (-2.98742, -5.16992, -2.69049)  0.114
H (-5.25585, -7.67432, -0.76098)  0.125
H (-2.78373, 1.67252, 2.39549)  0.116
O (3.38854, 1.43093, -1.21381)  0.153
H (1.28041, -3.33149, -3.49103)  0.098
O (-2.15900, 2.34030, -0.96040)  0.126
C (-0.52261, -2.51994, 1.09648)  -0.362
Li (-1.04938, -5.62974, 1.56710)  0.767
C (0.16973, -4.88382, 4.33630)  -0.477
C (3.17368, 4.74660, -5.38804)  -0.149
H (0.70535, -2.27946, -5.52224)  0.132
O (0.18923, 1.56666, -2.52211)  0.163
C (-0.42041, 5.21483, -0.24727)  -0.074
C (2.81078, 4.42361, -3.14438)  -0.485
B (-0.41551, -0.43984, 0.22293)  -0.856
H (3.24149, -2.13965, -3.44163)  0.085
H (5.85587, -2.33425, 3.64809)  0.123
C (1.36778, 0.51943, 6.03407)  -0.477
C (-0.90318, 5.86286, 1.99656)  -0.132
O (1.40321, 3.80027, 0.48381)  0.144
C (0.31550, -3.72809, 6.31973)  -0.176
H (-6.38181, 3.44941, 1.73799)  0.123
H (-6.30309, 2.04239, 2.87554)  0.122
O (-1.94474, -2.84607, -6.22152)  0.132
C (4.58552, -0.05383, 4.69596)  -0.085
C (-0.75945, -3.92954, -3.16931)  -0.171
O (-3.22865, -7.48479, -0.46472)  0.034
O (4.87860, -0.16412, -1.65304)  0.035
O (3.09712, 4.32146, -1.98978)  0.138
C (-0.45143, 0.97200, 4.52348)  -0.130
C (1.50513, 4.04708, -3.78847)  -0.075
O (3.69896, 4.88472, -4.05912)  0.025
H (3.49304, 3.84409, -5.91076)  0.121
H (-0.39249, -4.94128, -2.98823)  0.118
C (0.75685, 1.87011, 4.23211)  -0.116
O (-1.64524, -3.90992, -4.29771)  0.003
H (4.20020, -0.73604, 5.45922)  0.119
H (-1.57151, -4.34176, 5.49043)  0.129
O (-1.63493, -5.96624, -0.34104)  0.026
C (-1.45559, 1.38765, -0.74798)  -0.371
H (3.96952, 0.82862, 4.85868)  0.114
C (-0.03650, 0.01894, 5.65806)  -0.051
H (-0.67756, 0.44366, 3.60133)  0.088
C (-3.34429, 2.54357, 2.06391)  -0.069
O (0.09807, 4.82147, 1.99987)  0.005
C (3.85969, -1.25014, -3.52902)  -0.130
C (0.47211, 4.50188, 0.73132)  -0.489
H (0.44158, -2.11767, -2.63548)  0.093
C (-4.68834, 2.15452, 1.45645)  -0.142
H (-5.13196, -6.21960, -2.47786)  0.120
H (3.49461, 5.62575, -5.94145)  0.120
C (-3.59148, 1.70588, -4.42829)  -0.074
O (0.39952, 0.01316, -0.90703)  0.237
O (-0.92702, -1.81843, 0.07518)  0.270
H (-4.47803, 1.34860, -4.94799)  0.126
H (-4.87189, 1.08223, 1.50500)  0.112
O (-1.38787, 1.94822, -5.08098)  0.019
H (-4.64831, 2.50794, 0.42845)  0.106
C (0.29451, -2.86364, -3.41370)  -0.125
H (0.18427, -2.83579, 6.94483)  0.120
H (2.46382, -4.24255, 6.25550)  0.134
H (-1.31968, -3.74737, -2.24645)  0.108
C (-3.71440, 3.40932, 3.25566)  -0.476
H (1.97277, -2.73644, 5.39114)  0.117
O (-5.04762, 3.42257, 3.45220)  0.033
C (-2.38913, 1.03791, -5.01162)  -0.475
C (4.50445, -0.61070, 3.25985)  -0.129
H (1.41287, 2.96679, -3.78485)  0.105
H (3.05666, 0.77461, -3.92131)  0.123
O (-1.48411, 0.58288, 0.27086)  0.236
O (1.44240, -4.72681, 4.62829)  0.056
C (0.32807, -1.61020, 2.01249)  -0.366
C (-1.77832, 3.20004, -4.51060)  -0.160
H (0.08007, -0.94658, 5.16375)  0.075
H (1.15379, 4.08396, -5.96331)  0.106
C (-2.91388, -6.22117, -2.44059)  -0.056
C (5.83960, -1.32615, 3.22550)  -0.172
H (1.11970, 5.62644, -5.20557)  0.111
H (0.23131, -4.47963, 7.11104)  0.127
H (-1.86126, 6.76432, 0.26253)  0.111
H (-0.45313, 6.57002, 2.69473)  0.128
H (1.21685, 1.61429, 3.27845)  0.126
C (-4.34296, -7.86264, -1.31789)  -0.116

Calculated values
- E_LUMO: -0.5 eV
- E_HOMO: -9.22 eV
- Energy above the lowest of the compared OMol25 structures with the same formula, charge and spin: 0.0 kcal/mol
- Net charge: 0

***

2.
Molecular formula: CH13O6
Method: DFT, wB97M-V/def2-TZVPD

Each line ends with the Mulliken spin population.
Positions of all 20 atoms, in Å:
H (1.03218, -0.97572, 2.03323)  -0.002
O (0.28368, 0.14384, -2.28792)  0.021
H (0.48253, -1.34460, 0.81694)  -0.018
H (1.02871, 0.66056, -1.92058)  0.001
O (0.83550, -1.90397, 1.79331)  0.098
O (0.05155, 1.79348, 1.65575)  0.009
H (-2.31920, -1.07662, 0.03773)  0.091
H (-0.13284, 0.26107, -1.40277)  -0.006
H (1.79269, 2.19130, -6.02223)  0.000
O (-0.42423, -0.42991, 0.32737)  0.739
H (-0.18569, -2.36933, 2.78070)  -0.003
H (-1.85682, -1.23423, 1.53702)  0.062
C (-1.73045, -0.48396, 0.79687)  0.012
H (-2.28138, 0.43225, 1.19124)  -0.003
O (2.04044, 2.91040, -6.62670)  0.000
H (0.05161, -2.59231, 4.31294)  0.001
H (-0.17001, 1.32736, 0.83283)  -0.003
H (2.44505, 3.57118, -6.05967)  0.000
H (-0.29101, 1.28391, 2.38492)  -0.001
O (-0.65231, -2.16469, 3.81903)  0.003

Calculated values
- Multiplicity: 2
- E_LUMO (spin up / spin down): 0.2 / -4.4 eV
- E_HOMO (spin up / spin down): -10.36 / -10.35 eV
- Energy above the lowest of the compared OMol25 structures with the same formula, charge and spin: 26.0 kcal/mol
- Net charge: 0

***

3.
Molecular formula: C2H7NS
Method: DFT, wB97M-V/def2-TZVPD

Each line ends with the Löwdin charge.
Positions of all 11 atoms, in Å:
H (-0.03289, 1.30328, 1.46334)  0.094
S (1.83997, -1.10316, -0.19070)  0.422
N (-0.54011, 0.58697, 0.96276)  -0.037
H (-2.67010, 1.17980, -1.59447)  0.044
C (-1.13715, 1.09437, -0.20804)  -0.293
C (-2.26355, 0.64790, -0.74924)  -0.015
H (-2.69855, -0.28858, -0.42227)  0.054
H (0.62491, -0.70607, 0.36287)  -0.227
H (-1.20065, 0.15585, 1.59368)  0.096
H (2.46488, -1.34382, 0.96773)  -0.243
H (-0.57737, 1.87980, -0.69607)  0.105

Calculated values
- E_LUMO: 0.9 eV
- E_HOMO: -8.76 eV
- Energy above the lowest of the compared OMol25 structures with the same formula, charge and spin: 17.9 kcal/mol
- Net charge: 0
- SMILES: C=CN.S

***

Which formula does entry 2 have? CH13O6